No. 1
{
  "formula": "C29H41IN8O2",
  "method": "wB97M-V/def2-TZVPD",
  "energy_ha": -2015.1504,
  "homo_ha": -0.2874,
  "homo_lumo_gap_ha": 0.28238,
  "de_lowest_ev": 11.488,
  "multiplicity": 1,
  "smiles": "CC[C@H](I)C(=O)OCCc1ccc(C)cc1.CC#N.CC#N.CC#N.CC#N.CC#N.CC#N.CC#N.CC#N",
  "symbols": ["C", "C", "C", "I", "C", "O", "O", "C", "C", "C", "C", "C", "C", "C", "C", "C", "H", "H", "H", "H", "H", "H", "H", "H", "H", "H", "H", "H", "H", "H", "H", "H", "H", "C", "C", "N", "H", "H", "H", "C", "C", "N", "H", "H", "H", "C", "C", "N", "H", "H", "H", "C", "C", "N", "H", "H", "H", "C", "C", "N", "H", "H", "H", "C", "C", "N", "H", "H", "H", "C", "C", "N", "H", "H", "H", "C", "C", "N", "H", "H", "H"],
  "xyz": [[-1.1009, -2.3118, -0.9177], [-2.4602, -1.4117, -0.6824], [-3.7702, -2.2924, -0.1983], [-5.4477, -0.8231, -0.1031], [-3.6223, -2.8915, 1.3351], [-4.7001, -3.5316, 1.8275], [-2.3391, -2.7189, 2.0821], [-2.6964, -2.6250, 3.5061], [-1.5473, -1.9646, 4.4710], [-0.4299, -1.0481, 3.6974], [1.1679, -1.4296, 4.0056], [2.4505, -0.6177, 3.3697], [2.1116, 0.6588, 2.3885], [3.3533, 1.5471, 1.7573], [0.5612, 1.0614, 2.0319], [-0.7206, 0.2135, 2.6917], [-0.8382, -3.0342, -0.0317], [-1.2260, -2.9572, -1.8896], [-0.2140, -1.5579, -1.0430], [-2.7192, -0.9283, -1.7395], [-2.2336, -0.4840, 0.0335], [-4.0792, -3.0926, -0.9959], [-3.6479, -1.9117, 3.5842], [-2.9279, -3.7133, 3.9349], [-2.1066, -1.2629, 5.2542], [-1.0022, -2.8136, 5.0881], [1.4352, -2.3284, 4.7431], [3.5745, -0.9280, 3.6005], [3.0665, 2.7012, 1.7957], [4.2818, 1.4401, 2.4949], [3.5886, 1.1797, 0.6651], [0.3165, 1.9841, 1.3350], [-1.8168, 0.5292, 2.4312], [-0.8898, 3.7270, -1.1148], [-1.9134, 2.7594, -0.5436], [-2.7625, 1.9565, -0.0696], [-1.3912, 4.4811, -1.7277], [-0.3552, 4.2266, -0.3023], [-0.1701, 3.1854, -1.7346], [3.1073, 2.9753, -2.3435], [2.5126, 3.4117, -1.0146], [2.0191, 3.7739, 0.0879], [4.1390, 2.6428, -2.1990], [2.5227, 2.1508, -2.7607], [3.0979, 3.8110, -3.0486], [-5.1272, 4.5932, -1.0355], [-4.2919, 5.6916, -1.6728], [-3.5989, 6.6029, -2.2013], [-5.9918, 4.3689, -1.6663], [-4.5261, 3.6871, -0.9202], [-5.4783, 4.9153, -0.0513], [1.9917, -5.1519, 2.6668], [2.8270, -4.0535, 2.0296], [3.5200, -3.1422, 1.5010], [1.1271, -5.3761, 2.0360], [2.5928, -6.0580, 2.7821], [1.6406, -4.8298, 3.6510], [-3.1724, 2.5946, -4.6036], [-1.8511, 1.8447, -4.5581], [-0.7548, 1.2227, -4.5205], [-3.9971, 1.9101, -4.3872], [-3.1714, 3.3969, -3.8605], [-3.3208, 3.0287, -5.5961], [-2.1685, -0.7051, -7.7629], [-2.3848, 0.7982, -7.8219], [-2.5645, 2.0454, -7.8708], [-1.1624, -0.9510, -8.1137], [-2.2830, -1.0581, -6.7343], [-2.9007, -1.2124, -8.3971], [5.6630, 0.2893, 5.8284], [4.6394, -0.6783, 6.3997], [3.7903, -1.4812, 6.8736], [5.1616, 1.0434, 5.2156], [6.1976, 0.7889, 6.6410], [6.3827, -0.2523, 5.2086], [4.9146, -3.1264, -2.1147], [4.6982, -1.6231, -2.1737], [4.5186, -0.3759, -2.2226], [5.9207, -3.3722, -2.4655], [4.8000, -3.4794, -1.0861], [4.1824, -3.6337, -2.7488]]
}

No. 2
{
  "formula": "C29H42BrCaINSSb2",
  "method": "wB97M-V/def2-TZVPD",
  "energy_ha": -5612.7112,
  "homo_ha": -0.3751,
  "homo_lumo_gap_ha": 0.27740,
  "de_lowest_ev": 0.866,
  "multiplicity": 1,
  "charge": 1,
  "symbols": ["Ca", "C", "N", "C", "C", "C", "C", "C", "C", "C", "C", "H", "H", "H", "H", "H", "H", "H", "H", "H", "H", "H", "H", "C", "Sb", "C", "C", "C", "C", "C", "C", "C", "C", "C", "Sb", "C", "C", "H", "H", "H", "H", "H", "H", "H", "H", "H", "H", "H", "H", "H", "H", "H", "H", "H", "H", "H", "H", "Br", "C", "C", "C", "C", "C", "C", "I", "H", "H", "H", "H", "C", "S", "C", "H", "H", "H", "H", "H", "H"],
  "xyz": [[13.6600, -11.0218, 11.7187], [11.5994, -8.8922, 13.3458], [13.0046, -9.0314, 13.0263], [13.8077, -9.2229, 14.2885], [13.4766, -7.9453, 12.2300], [12.8821, -7.9682, 10.8153], [12.5460, -6.8146, 10.1507], [12.1231, -6.8305, 8.8399], [12.0256, -8.0600, 8.1621], [12.3545, -9.2086, 8.8640], [12.8276, -9.2166, 10.1773], [11.4708, -7.9848, 13.9133], [11.1850, -9.7493, 13.8932], [11.0585, -8.7557, 12.4103], [13.7648, -8.3412, 14.9326], [14.8345, -9.3254, 14.0137], [13.4644, -10.1142, 14.8139], [14.5333, -8.1280, 12.0585], [13.3957, -7.0112, 12.7374], [12.5474, -5.8706, 10.6152], [11.8971, -5.8783, 8.3300], [11.6858, -8.1036, 7.1135], [12.2113, -10.1720, 8.3578], [16.4102, -14.5792, 13.4300], [16.2767, -12.7886, 12.3047], [16.7412, -13.6632, 10.3605], [18.0983, -11.7832, 12.7704], [19.0649, -11.8828, 11.5840], [19.7150, -13.1002, 11.4481], [20.4875, -13.3472, 10.2798], [20.5677, -12.4153, 9.2675], [19.8177, -11.2467, 9.4215], [19.0940, -10.8972, 10.5756], [18.4172, -9.5423, 10.6703], [16.2295, -9.4984, 10.3060], [16.4576, -10.1143, 8.2686], [16.2962, -7.3597, 9.9647], [17.3935, -15.0250, 13.3673], [15.7238, -15.3130, 13.0471], [16.0990, -14.3812, 14.4265], [16.1945, -14.5680, 10.3638], [17.8097, -13.7715, 10.1850], [16.3072, -13.0530, 9.5408], [18.5957, -12.1942, 13.6307], [17.8484, -10.6986, 12.9787], [19.6637, -13.8999, 12.1604], [20.9773, -14.2732, 10.2545], [21.0171, -12.5912, 8.2886], [19.8075, -10.4870, 8.6100], [18.8143, -8.8840, 9.8986], [18.7332, -9.1252, 11.6281], [15.4115, -10.4024, 7.9853], [17.0995, -10.9967, 8.1475], [16.7542, -9.2059, 7.6506], [16.6914, -7.2398, 8.9180], [17.0054, -6.9527, 10.6799], [15.3299, -6.9208, 10.0640], [7.2246, -12.1541, 13.2586], [7.5957, -10.6967, 12.0975], [6.6923, -9.5789, 12.1624], [6.9817, -8.4053, 11.4514], [8.1519, -8.3213, 10.6437], [8.9418, -9.4665, 10.4977], [8.7130, -10.6387, 11.2598], [9.8700, -12.3598, 10.9760], [5.8680, -9.6390, 12.8540], [6.3238, -7.5474, 11.4875], [8.2657, -7.4412, 10.0552], [9.7592, -9.5247, 9.8902], [12.6431, -14.8145, 12.6157], [12.9865, -13.3955, 13.6226], [11.4415, -13.0981, 14.5564], [11.8167, -14.7183, 11.9749], [12.4231, -15.6362, 13.3596], [13.5757, -14.9578, 12.0792], [11.5217, -13.6926, 15.4689], [10.4961, -13.3344, 14.0633], [11.4236, -12.0437, 14.8272]]
}

No. 3
{
  "formula": "C29H42N2NaO10P2",
  "method": "wB97M-V/def2-TZVPD",
  "energy_ha": -2837.5683,
  "homo_ha": -0.1342,
  "homo_lumo_gap_ha": 0.19455,
  "de_lowest_ev": 0.357,
  "multiplicity": 1,
  "charge": -1,
  "symbols": ["Na", "C", "C", "N", "C", "C", "N", "C", "O", "O", "C", "O", "O", "H", "H", "H", "H", "H", "C", "C", "C", "O", "P", "O", "C", "P", "O", "O", "C", "C", "C", "O", "C", "C", "C", "O", "C", "C", "C", "H", "H", "H", "H", "H", "H", "H", "H", "H", "H", "H", "H", "H", "H", "H", "H", "H", "H", "H", "H", "H", "H", "H", "H", "H", "H", "H", "H", "H", "H", "C", "C", "C", "C", "C", "C", "C", "C", "C", "C", "H", "H", "H", "H", "H", "H", "H"],
  "xyz": [[-1.3311, -0.6215, -0.3064], [-1.9308, 0.5905, -4.2658], [-2.1996, -0.8066, -3.8296], [-1.9021, -1.2989, -2.6544], [-2.3583, -2.5972, -2.6559], [-2.9293, -2.8932, -3.8687], [-2.8131, -1.7457, -4.5974], [-3.5682, -4.1071, -4.4860], [-3.6223, -5.1352, -3.7447], [-3.8819, -4.0073, -5.6761], [-2.2862, -3.4125, -1.4168], [-2.7271, -4.6350, -1.4863], [-1.8268, -2.9310, -0.3888], [-1.7810, 1.1989, -3.3752], [-2.7826, 1.0003, -4.8108], [-1.0503, 0.6511, -4.9108], [-3.1744, -1.6833, -5.5364], [-3.0848, -4.8851, -2.4668], [0.6212, -2.7023, 2.5599], [0.6934, -1.5703, 3.5605], [1.2943, -1.9808, 4.8862], [1.5612, -0.5055, 3.0358], [0.9369, 0.6205, 2.1049], [-0.4163, 0.3520, 1.6239], [2.1715, 0.8149, 0.8011], [2.2699, -0.6068, -0.3160], [0.9512, -1.0371, -0.7649], [3.0911, -1.7067, 0.4636], [4.4991, -1.5680, 0.7763], [4.6709, -1.9532, 2.2309], [5.2891, -2.4455, -0.1708], [3.2978, -0.1856, -1.4494], [3.0418, 0.6962, -2.5847], [3.7456, 2.0120, -2.3141], [1.5733, 0.8761, -2.9208], [1.0317, 1.9656, 2.9419], [2.2063, 2.3134, 3.7094], [1.7947, 2.3916, 5.1642], [2.7402, 3.6248, 3.1703], [-0.0193, -3.4947, 2.9498], [1.6160, -3.1111, 2.3771], [0.1987, -2.3758, 1.6104], [-0.2983, -1.1397, 3.7052], [2.2989, -2.3816, 4.7374], [0.6793, -2.7562, 5.3437], [1.3516, -1.1347, 5.5717], [3.1550, 1.0302, 1.2290], [1.8618, 1.6868, 0.2190], [4.7881, -0.5222, 0.6331], [4.3639, -2.9901, 2.3777], [4.0577, -1.3188, 2.8703], [5.7174, -1.8565, 2.5245], [4.9755, -3.4843, -0.0600], [6.3546, -2.3755, 0.0549], [5.1257, -2.1385, -1.2023], [3.5373, 0.1833, -3.4103], [3.2560, 2.5522, -1.5015], [3.7089, 2.6420, -3.2036], [4.7898, 1.8455, -2.0485], [1.0368, 1.4214, -2.1413], [1.0645, -0.0739, -3.0688], [1.5116, 1.4616, -3.8400], [2.9545, 1.5231, 3.5914], [1.0162, 3.1449, 5.2895], [2.6493, 2.6594, 5.7875], [1.4041, 1.4310, 5.4992], [1.9724, 4.3954, 3.2458], [3.0262, 3.5281, 2.1225], [3.6143, 3.9424, 3.7408], [-7.2048, 1.3813, -0.3423], [-6.4614, 0.1909, -0.1860], [-5.0975, 0.2224, -0.2892], [-4.3806, 1.4218, -0.5524], [-2.9444, 1.3817, -0.6495], [-2.3790, 2.6164, -0.9322], [-3.1106, 3.8171, -1.1098], [-4.4730, 3.8237, -1.0031], [-5.1485, 2.6115, -0.7183], [-6.5615, 2.5585, -0.6020], [-8.2859, 1.3577, -0.2609], [-6.9744, -0.7439, 0.0081], [-4.5104, -0.6828, -0.1789], [-1.2910, 2.7081, -1.0239], [-2.5844, 4.7433, -1.3316], [-5.0481, 4.7353, -1.1344], [-7.1284, 3.4766, -0.7290]]
}

No. 4
{
  "formula": "C29H42N2O2RhSi4Te2",
  "method": "wB97M-V/def2-TZVPD",
  "energy_ha": -3195.0327,
  "homo_ha": [-0.1538, -0.1538],
  "homo_lumo_gap_ha": [0.21891, 0.21894],
  "de_lowest_ev": 0.243,
  "multiplicity": 1,
  "charge": -1,
  "symbols": ["Rh", "O", "C", "C", "C", "C", "C", "C", "C", "N", "N", "C", "O", "C", "C", "C", "C", "C", "C", "H", "H", "H", "H", "H", "H", "H", "H", "H", "H", "C", "Si", "C", "C", "Si", "Te", "Si", "C", "C", "C", "Si", "C", "C", "C", "H", "H", "H", "H", "H", "H", "H", "H", "H", "H", "H", "H", "H", "H", "H", "H", "H", "H", "H", "H", "H", "H", "H", "H", "H", "H", "H", "Te", "C", "C", "C", "C", "C", "C", "H", "H", "H", "H", "H"],
  "xyz": [[0.8064, 0.1221, 1.6601], [1.3287, -1.7123, 2.3117], [0.5032, -2.6522, 2.6269], [1.0419, -3.9566, 2.8041], [0.2580, -5.0273, 3.1398], [-1.1247, -4.8800, 3.3386], [-1.6749, -3.6338, 3.1871], [-0.9054, -2.5050, 2.8392], [-1.6236, -1.2731, 2.6746], [-1.0941, -0.1431, 2.3592], [-1.9440, 0.9336, 2.1891], [-1.3405, 1.8805, 1.5226], [-0.1219, 1.8453, 1.0925], [-2.1190, 3.1153, 1.2316], [-3.4873, 3.1776, 1.4874], [-4.1967, 4.3329, 1.2025], [-3.5472, 5.4368, 0.6638], [-2.1839, 5.3797, 0.4137], [-1.4714, 4.2230, 0.6937], [2.1071, -4.0656, 2.6454], [0.7138, -6.0054, 3.2464], [-1.7394, -5.7302, 3.6020], [-2.7411, -3.4926, 3.3306], [-2.7040, -1.2883, 2.8166], [-3.9764, 2.3100, 1.9076], [-5.2611, 4.3734, 1.3993], [-4.1036, 6.3391, 0.4413], [-1.6719, 6.2374, -0.0047], [-0.4084, 4.1616, 0.5007], [0.0894, -4.2117, -3.1245], [0.3823, -3.1689, -1.5719], [1.8822, -3.8659, -0.6830], [-1.1504, -3.3430, -0.4884], [0.8022, -0.9145, -2.0732], [2.3787, 0.0664, -0.3971], [-1.1373, 0.3555, -2.4080], [-0.6925, 2.1776, -2.3592], [-2.4755, -0.0030, -1.1361], [-1.8739, -0.0538, -4.1035], [2.1615, -0.7788, -3.9800], [1.3509, -1.5274, -5.5136], [3.7604, -1.7283, -3.6725], [2.5834, 1.0124, -4.3806], [-0.2687, -5.2054, -2.8381], [1.0106, -4.3411, -3.6977], [-0.6576, -3.7644, -3.7849], [1.7212, -4.9116, -0.4039], [2.0990, -3.2924, 0.2210], [2.7657, -3.8082, -1.3245], [-1.1038, -4.2580, 0.1094], [-2.0516, -3.3817, -1.1063], [-1.2548, -2.5056, 0.2029], [-0.3818, 2.4500, -1.3489], [-1.5505, 2.7962, -2.6402], [0.1374, 2.4054, -3.0319], [-2.0818, -0.0351, -0.1186], [-2.9622, -0.9607, -1.3363], [-3.2378, 0.7817, -1.1672], [-1.2679, 0.3590, -4.9133], [-2.8798, 0.3683, -4.1892], [-1.9491, -1.1332, -4.2594], [1.1023, -2.5801, -5.3658], [2.0390, -1.4593, -6.3622], [0.4326, -1.0030, -5.7835], [3.5653, -2.8005, -3.5870], [4.2411, -1.4047, -2.7471], [4.4625, -1.5768, -4.4980], [1.7036, 1.5501, -4.7432], [3.3504, 1.0555, -5.1598], [2.9559, 1.5371, -3.4988], [3.0133, 0.9640, 2.7253], [2.3624, 2.6116, 3.8861], [1.2073, 3.3484, 3.6439], [0.8699, 4.4200, 4.4601], [1.6830, 4.7832, 5.5239], [2.8434, 4.0586, 5.7658], [3.1759, 2.9818, 4.9582], [0.5770, 3.0902, 2.8016], [-0.0371, 4.9765, 4.2531], [1.4174, 5.6202, 6.1578], [3.4902, 4.3267, 6.5932], [4.0784, 2.4178, 5.1711]]
}

No. 5
{
  "formula": "C29H43Br2ClF3N6O5S",
  "method": "wB97M-V/def2-TZVPD",
  "energy_ha": -8140.9239,
  "homo_ha": -0.4091,
  "homo_lumo_gap_ha": 0.27901,
  "multiplicity": 1,
  "charge": 1,
  "symbols": ["C", "C", "C", "C", "C", "C", "C", "O", "C", "O", "C", "N", "C", "S", "N", "C", "C", "C", "O", "N", "C", "C", "C", "C", "C", "C", "C", "N", "O", "C", "C", "C", "F", "Br", "C", "F", "F", "Br", "N", "C", "C", "C", "Cl", "H", "H", "H", "H", "H", "H", "H", "H", "H", "H", "H", "H", "H", "H", "H", "H", "H", "H", "H", "H", "H", "H", "H", "H", "H", "H", "H", "H", "H", "H", "H", "H", "H", "H", "H", "H", "H", "H", "O", "C", "N", "C", "H", "H", "H", "H", "H"],
  "xyz": [[-4.2765, -3.8862, 2.1713], [-4.6839, -2.7140, 3.2129], [-4.7778, -3.2743, 4.7276], [-3.8066, -1.3792, 3.0599], [-2.3172, -1.4767, 3.6576], [-1.9044, -0.2813, 4.6440], [-1.2992, -1.6487, 2.3904], [-0.7739, -0.3795, 1.9155], [0.4300, -0.5751, 1.1341], [0.2909, -1.8180, 0.3948], [1.8084, -0.8610, 1.9719], [1.6133, -0.6896, 3.4701], [1.6036, 0.5638, 3.7905], [1.1337, 2.1528, 4.0334], [2.6781, 0.1061, 1.2594], [4.0762, -0.2718, 0.9357], [4.4613, -0.2758, -0.6181], [4.2387, -1.7420, -1.2830], [4.4479, -1.8482, -2.5254], [3.7999, -2.9341, -0.5155], [3.2553, -3.9664, -1.4620], [4.1233, -5.1649, -1.9938], [3.5508, -6.2462, -2.9791], [2.0627, -6.2120, -3.4555], [1.1937, -5.0337, -2.9473], [1.7778, -3.9267, -1.9920], [2.0256, 1.1782, 0.5359], [2.4983, 2.3880, 0.1865], [3.7839, 2.7482, 0.4857], [1.6857, 3.4282, -0.5292], [1.9523, 4.9315, -0.0378], [1.5290, 5.8880, -1.2858], [2.4074, 5.6400, -2.4185], [1.6746, 7.7905, -0.7657], [0.0313, 5.6211, -1.8151], [-0.3849, 6.8204, -2.5066], [-0.0560, 4.5829, -2.7982], [-1.2994, 5.3796, -0.3349], [0.6674, 0.6728, 0.3250], [0.1295, 0.6179, -1.0622], [1.0708, -0.1005, -2.1446], [0.0649, -0.8565, -3.1848], [2.0879, 1.0357, -3.1581], [-4.9815, -4.7905, 2.3292], [-4.4407, -3.5459, 1.0929], [-3.2130, -4.2977, 2.3642], [-5.7675, -2.4218, 2.9233], [-5.8605, -3.6264, 4.9005], [-4.4810, -2.4812, 5.4919], [-4.1318, -4.2282, 4.8024], [-3.7242, -1.1008, 1.9374], [-4.4092, -0.5062, 3.5295], [-2.2210, -2.4533, 4.2509], [-2.1317, 0.7645, 4.2452], [-0.8193, -0.4423, 4.9597], [-2.5400, -0.4035, 5.6034], [-0.4733, -2.3651, 2.7747], [-1.9176, -2.2180, 1.5955], [1.1666, -2.1497, 0.0917], [2.2522, -1.9095, 1.9290], [4.7694, 0.4788, 1.4674], [4.3233, -1.3023, 1.3997], [5.6091, -0.1181, -0.6667], [4.0090, 0.5642, -1.2430], [4.6891, -3.3619, -0.1711], [5.2221, -5.2242, -1.6534], [4.1851, -7.1098, -3.3855], [1.5821, -6.9688, -4.1552], [0.0893, -4.9493, -3.2615], [1.0437, -3.0936, -1.7150], [4.2253, 3.0190, -0.3672], [0.5841, 3.1891, -0.2868], [1.8836, 3.3200, -1.6608], [3.0422, 5.1871, 0.1801], [1.3342, 5.2528, 0.8735], [-0.8759, 0.0473, -1.0150], [-0.1427, 1.6537, -1.4969], [1.6453, -0.9334, -1.6175], [0.6093, -1.2286, -4.1232], [-0.6470, -0.0187, -3.5558], [-0.5763, -1.6463, -2.6684], [-6.3452, 4.8271, -3.3749], [-5.1922, 5.1029, -3.0960], [-4.7424, 5.0219, -1.8129], [-4.1846, 5.5474, -4.1204], [-3.8001, 5.2395, -1.5368], [-5.4000, 4.7260, -1.1073], [-4.5421, 6.4611, -4.5980], [-4.0701, 4.7631, -4.8707], [-3.2088, 5.7467, -3.6714]]
}